# 1
A structure of composition C24H45BrP2Sm, computed with wB97M-V/def2-TZVPD.

Summary:
- charge = +1
- LUMO energy (alpha / beta) (hartree) = -0.1330 / -0.1187
- ΔE to the lowest compared entry with this formula, charge and spin (kcal/mol) = 8.1
- HOMO energy (alpha / beta) (eV) = -10.1 / -10.1
- spin multiplicity = 6
- gap between HOMO and LUMO (alpha / beta) (eV) = 6.46 / 6.85

XYZ file:
```
73
C24H45BrP2Sm wB97M-V/def2-TZVPD
Sm -1.145 0.470 -0.383
C -1.138 3.270 -0.381
C 0.177 3.158 -0.895
C -1.201 1.966 -2.301
C -2.010 2.594 -1.286
C 0.167 2.299 -2.023
C -1.512 3.936 0.891
H -1.101 3.393 1.755
H -2.595 3.980 1.004
H -1.109 4.959 0.943
C -3.442 2.215 -1.123
H -4.013 2.934 -0.511
H -3.612 1.211 -0.651
H -3.986 2.148 -2.089
C -1.689 0.828 -3.120
H -2.725 0.994 -3.439
H -1.713 -0.173 -2.574
H -1.041 0.706 -3.993
C 1.375 1.798 -2.731
H 2.057 2.598 -3.081
H 1.099 1.193 -3.608
H 1.983 1.151 -2.077
C 1.386 3.801 -0.334
H 1.612 4.780 -0.787
H 2.282 3.184 -0.474
H 1.290 3.966 0.743
C 1.859 -1.994 3.293
C 2.362 -0.884 3.851
C 3.786 -0.390 3.913
C 4.808 -0.915 2.871
C 4.454 -0.874 1.429
C 3.467 -1.547 0.824
C 3.005 -2.915 1.212
C 2.682 -3.105 2.722
H 4.237 -0.655 4.883
H 4.975 -1.971 3.107
H 3.769 0.713 3.868
H 3.615 -3.151 3.309
H 0.775 -2.128 3.130
H 1.702 -0.238 4.424
H 2.126 -4.055 2.848
H 2.087 -3.087 0.621
H 2.933 -1.149 -0.015
H 3.727 -3.708 0.930
H 5.763 -0.384 2.998
H 5.138 -0.278 0.806
P -2.822 0.321 1.795
C -4.342 1.360 1.845
H -5.000 0.975 2.635
H -4.874 1.312 0.887
H -4.073 2.405 2.053
C -3.638 -1.308 1.582
H -4.367 -1.443 2.397
H -2.891 -2.114 1.616
H -4.162 -1.339 0.615
C -2.500 0.295 3.594
H -3.422 -0.008 4.118
H -2.211 1.299 3.934
H -1.693 -0.409 3.834
P -0.128 -1.865 -3.128
C 0.843 -1.547 -4.679
H 0.814 -2.427 -5.335
H 1.887 -1.338 -4.416
H 0.441 -0.688 -5.230
C 0.466 -3.576 -2.868
H 0.374 -4.158 -3.795
H -0.138 -4.038 -2.080
H 1.516 -3.545 -2.556
C -1.683 -2.304 -4.020
H -1.511 -3.140 -4.708
H -2.062 -1.446 -4.588
H -2.438 -2.594 -3.281
Br 0.945 0.674 1.282
```


# 2
A structure of composition C24H45Cl3HgN3O4Si, computed with wB97M-V/def2-TZVPD.

Summary:
- charge = -1
- LUMO energy (hartree) = 0.0871
- ΔE to the lowest compared entry with this formula, charge and spin (kcal/mol) = 53.5
- HOMO energy (eV) = -3.5
- gap between HOMO and LUMO (eV) = 5.87

XYZ file:
```
81
C24H45Cl3HgN3O4Si wB97M-V/def2-TZVPD
C -1.356 -0.080 -4.914
C -1.269 -1.035 -3.763
H -1.023 -0.593 -5.840
H -0.726 0.818 -4.776
H -2.394 0.275 -5.070
C -0.720 -2.257 -3.951
C -0.004 -2.734 -5.166
H -0.835 -3.038 -3.217
H 0.874 -2.117 -5.403
H -0.637 -2.768 -6.060
H 0.361 -3.756 -4.985
Hg 1.868 2.289 1.361
Cl 3.934 3.245 0.846
C -0.481 -2.627 2.905
O 0.209 -1.768 2.337
N 0.045 -3.758 3.417
C 1.484 -3.809 3.604
C -0.774 -4.857 3.909
H -1.580 -2.545 3.001
H 1.943 -3.069 2.942
H 1.841 -4.816 3.372
H 1.749 -3.582 4.647
H -1.786 -4.765 3.487
H -0.840 -4.859 5.008
H -0.328 -5.811 3.597
H 1.458 3.818 6.062
H -0.612 4.246 6.538
C 1.492 4.053 4.993
C -0.766 4.897 5.672
N 0.175 4.538 4.625
H 1.732 3.153 4.404
C -0.084 4.861 3.341
O 0.727 4.731 2.408
H -1.789 4.779 5.287
H -1.111 5.251 3.191
H 2.243 4.836 4.801
H -0.626 5.940 6.004
H 2.004 -0.299 -2.749
H 1.986 -3.086 -2.626
C 2.995 -0.479 -2.301
C 2.924 -2.956 -2.060
N 2.958 -1.649 -1.435
H 3.290 0.407 -1.724
C 2.712 -1.503 -0.095
O 2.146 -0.533 0.394
H 2.988 -3.717 -1.273
H 3.107 -2.341 0.515
H 3.716 -0.661 -3.105
H 3.771 -3.063 -2.746
O -1.561 0.719 -2.092
C -1.849 -0.525 -2.426
C -0.372 -2.081 -1.015
C -1.644 -1.635 -1.359
H 0.488 -1.506 -1.353
C -0.200 -3.281 -0.302
H -2.945 -0.482 -2.559
C -2.766 -2.319 -0.910
H 0.803 -3.645 -0.034
C -1.331 -4.015 0.077
C -2.617 -3.547 -0.250
H -3.751 -1.900 -1.152
H -1.215 -4.934 0.683
H -3.500 -4.139 0.030
Si -0.823 3.266 -1.617
Cl 0.839 1.850 -1.150
C 0.254 4.843 -1.672
C -2.064 3.399 -0.259
C -1.415 3.100 -3.381
H 0.842 5.029 -0.762
H -0.408 5.710 -1.803
H 0.945 4.836 -2.526
H -0.544 2.804 -3.989
H -1.791 4.063 -3.766
H -2.206 2.335 -3.426
H -1.629 3.655 0.700
H -2.591 2.455 -0.179
H -2.783 4.176 -0.508
Cl -0.887 1.808 3.076
C 0.062 1.214 1.773
H 0.232 0.128 1.834
H -0.560 1.416 0.905
```


# 3
A structure of composition C24H46CaNO6Si2, computed with wB97M-V/def2-TZVPD.

Summary:
- charge = +1
- LUMO energy (hartree) = -0.0706
- ΔE to the lowest compared entry with this formula, charge and spin (kcal/mol) = 0.0
- HOMO energy (eV) = -9.7
- gap between HOMO and LUMO (eV) = 7.78

XYZ file:
```
80
C24H46CaNO6Si2 wB97M-V/def2-TZVPD
Ca -0.024 -0.274 -0.554
C 0.053 2.187 2.607
C 1.518 1.862 2.374
O 1.706 0.784 1.461
C 1.987 -0.461 2.089
C 0.755 -1.012 2.780
O -0.341 -0.804 1.897
C -1.556 -1.440 2.267
C -2.666 -0.591 1.707
O -2.458 -0.484 0.300
C -3.320 0.491 -0.284
C -3.158 0.386 -1.780
O -1.766 0.448 -2.086
C -1.331 1.473 -2.980
C -0.894 2.668 -2.181
O 0.094 2.189 -1.270
C 0.646 3.219 -0.455
C -0.292 3.557 0.690
O -0.667 2.389 1.404
H -0.008 3.080 3.243
H -0.460 1.377 3.121
H 2.000 1.637 3.331
H 2.041 2.726 1.960
H 2.810 -0.353 2.803
H 2.317 -1.129 1.294
H 0.554 -0.495 3.726
H 0.891 -2.074 2.999
H -1.646 -1.505 3.355
H -1.587 -2.452 1.850
H -2.633 0.411 2.149
H -3.644 -1.040 1.905
H -3.031 1.482 0.084
H -4.359 0.296 0.001
H -3.702 1.190 -2.279
H -3.536 -0.572 -2.143
H -2.114 1.717 -3.700
H -0.480 1.061 -3.520
H -1.733 3.115 -1.636
H -0.458 3.430 -2.835
H 0.844 4.109 -1.061
H 1.603 2.835 -0.105
H -1.212 4.008 0.314
H 0.177 4.293 1.351
C 4.049 -1.143 -3.999
Si 2.737 -0.331 -2.911
C 3.646 0.288 -1.375
C 2.201 1.208 -3.860
C 1.302 -1.369 -2.359
C 1.669 -2.415 -1.370
C 2.715 -3.342 -1.530
C 2.898 -4.361 -0.623
C 2.032 -4.476 0.463
C 1.052 -3.519 0.593
N 0.890 -2.502 -0.262
Si 0.235 -2.253 -3.598
C -0.593 -1.181 -4.911
C -1.158 -3.150 -2.689
C 1.161 -3.565 -4.583
H 4.788 -0.390 -4.287
H 3.630 -1.553 -4.920
H 4.596 -1.942 -3.496
H 4.508 0.901 -1.646
H 4.021 -0.543 -0.770
H 3.007 0.901 -0.730
H 3.093 1.738 -4.202
H 1.637 1.894 -3.228
H 1.606 0.984 -4.747
H 3.346 -3.270 -2.404
H 3.693 -5.082 -0.768
H 2.115 -5.282 1.178
H 0.355 -3.558 1.422
H -1.470 -0.655 -4.533
H -0.941 -1.845 -5.706
H 0.079 -0.460 -5.379
H -1.739 -2.488 -2.038
H -0.784 -3.966 -2.068
H -1.857 -3.582 -3.410
H 1.944 -3.125 -5.203
H 0.466 -4.081 -5.251
H 1.626 -4.326 -3.953
```


# 4
A structure of composition C24H46Cl2FeN3O7SSi, computed with wB97M-V/def2-TZVPD.

Summary:
- LUMO energy (alpha / beta) (hartree) = 0.0087 / -0.0729
- HOMO energy (alpha / beta) (eV) = -7.8 / -7.8
- spin multiplicity = 6
- gap between HOMO and LUMO (alpha / beta) (eV) = 8.02 / 5.79

XYZ file:
```
85
C24H46Cl2FeN3O7SSi wB97M-V/def2-TZVPD
C 4.093 0.373 1.759
C 3.648 0.800 0.401
H 4.806 -0.460 1.700
H 3.238 0.062 2.373
H 4.611 1.209 2.260
C 4.460 0.766 -0.665
C 5.891 0.357 -0.624
H 4.109 1.068 -1.650
H 6.051 -0.559 -0.044
H 6.542 1.136 -0.205
H 6.232 0.164 -1.646
Fe -0.407 -0.669 0.449
Cl 0.188 -0.416 3.256
C -1.349 1.647 -1.793
O -1.318 0.408 -1.675
N -2.013 2.303 -2.766
C -2.527 1.552 -3.901
C -1.930 3.752 -2.910
H -0.824 2.319 -1.092
H -2.892 0.581 -3.552
H -1.748 1.405 -4.665
H -3.337 2.134 -4.349
H -1.896 4.234 -1.923
H -2.813 4.100 -3.459
H -1.035 4.057 -3.474
H -6.014 -1.012 0.527
H -6.222 -1.236 2.731
C -5.085 -1.591 0.513
C -5.169 -1.359 3.002
N -4.385 -1.353 1.770
H -4.447 -1.284 -0.321
C -3.069 -1.194 1.804
O -2.330 -1.217 0.776
H -4.840 -0.534 3.645
H -2.646 -1.056 2.805
H -5.357 -2.651 0.408
H -5.052 -2.310 3.544
H 2.973 -2.580 -0.886
H 2.904 -0.934 -3.696
C 2.444 -3.122 -1.684
C 2.236 -1.803 -3.795
N 1.680 -2.191 -2.506
H 1.772 -3.857 -1.224
C 0.417 -1.861 -2.188
O -0.145 -2.156 -1.111
H 1.414 -1.536 -4.472
H -0.115 -1.294 -2.969
H 3.177 -3.617 -2.330
H 2.814 -2.638 -4.208
O 1.424 0.102 0.116
C 2.180 1.218 0.286
C 1.871 1.636 -2.172
C 1.889 2.159 -0.881
H 2.009 0.559 -2.292
C 1.705 2.486 -3.266
H 1.934 1.742 1.228
C 1.645 3.508 -0.648
H 1.707 2.073 -4.279
C 1.554 3.859 -3.038
C 1.503 4.369 -1.738
H 1.596 3.847 0.393
H 1.473 4.543 -3.885
H 1.356 5.437 -1.557
Si 0.194 -2.528 3.064
Cl 1.461 -2.289 1.224
C -0.945 -3.630 1.961
C -0.983 -2.622 4.651
C 1.579 -3.523 3.934
H -1.120 -3.261 0.938
H -1.913 -3.791 2.449
H -0.466 -4.613 1.849
H 2.070 -4.220 3.237
H 1.182 -4.101 4.781
H 2.342 -2.830 4.311
H -1.979 -2.185 4.504
H -0.515 -2.080 5.485
H -1.111 -3.669 4.958
C -3.157 2.949 1.079
S -1.952 2.040 2.045
O -1.185 3.022 2.792
O -2.767 1.113 2.838
O -1.105 1.349 1.024
H -3.875 3.414 1.761
H -3.681 2.256 0.415
H -2.654 3.726 0.498
```


# 5
A structure of composition C24H46Cl2InN3O4Si, computed with wB97M-V/def2-TZVPD.

Summary:
- LUMO energy (hartree) = 0.0176
- HOMO energy (eV) = -8.1
- gap between HOMO and LUMO (eV) = 8.53

XYZ file:
```
81
C24H46Cl2InN3O4Si wB97M-V/def2-TZVPD
C 3.516 -2.070 -2.254
C 2.742 -1.448 -3.380
H 3.070 -3.021 -1.933
H 3.559 -1.426 -1.368
H 4.547 -2.254 -2.599
C 2.731 -2.024 -4.598
C 3.117 -3.438 -4.832
H 2.553 -1.451 -5.514
H 2.582 -4.130 -4.170
H 4.189 -3.605 -4.686
H 2.890 -3.708 -5.866
In 1.667 0.102 -0.024
Cl 3.325 1.693 -0.628
C -0.085 3.196 0.750
O -0.064 1.944 0.722
N -1.209 3.934 0.865
C -2.515 3.274 0.924
C -1.167 5.392 0.817
H 0.835 3.805 0.664
H -2.550 2.518 1.719
H -2.776 2.800 -0.033
H -3.245 4.063 1.116
H -0.448 5.787 1.547
H -2.173 5.766 1.035
H -0.863 5.748 -0.176
H -3.284 2.007 6.579
H -1.709 1.421 8.950
C -3.026 0.956 6.404
C -1.691 0.455 8.418
N -1.731 0.635 6.972
H -3.045 0.736 5.336
C -0.588 0.803 6.256
O -0.549 1.121 5.070
H -0.784 -0.097 8.707
H 0.317 0.597 6.874
H -3.748 0.342 6.945
H -2.591 -0.103 8.705
H -0.151 -4.686 4.468
H -0.588 -4.111 0.908
C -1.156 -4.505 4.051
C -1.448 -4.078 1.586
N -1.073 -3.608 2.909
H -1.770 -4.048 4.844
C -0.661 -2.331 3.119
O -0.727 -1.403 2.325
H -2.197 -3.420 1.127
H -0.254 -2.213 4.150
H -1.602 -5.445 3.714
H -1.851 -5.082 1.733
O 1.159 -0.184 -2.031
C 2.144 -0.090 -3.106
C 0.858 0.156 -5.310
C 1.607 0.703 -4.272
H 0.607 -0.902 -5.268
C 0.488 0.953 -6.402
H 2.976 0.467 -2.661
C 1.951 2.058 -4.286
H -0.052 0.490 -7.234
C 0.864 2.294 -6.433
C 1.573 2.864 -5.360
H 2.527 2.449 -3.439
H 0.626 2.911 -7.302
H 1.880 3.918 -5.370
Si -0.641 -0.129 -2.098
Cl 0.841 -2.664 -0.515
C -1.376 -1.082 -3.507
C -0.858 1.722 -2.439
C -1.628 -0.606 -0.601
H -1.578 -0.469 -4.397
H -2.354 -1.429 -3.132
H -0.785 -1.963 -3.797
H -2.582 -1.017 -0.976
H -1.819 0.266 0.030
H -1.179 -1.382 0.019
H -0.904 1.939 -3.515
H -0.044 2.343 -2.044
H -1.786 2.079 -1.976
C 2.233 -0.236 2.041
H 1.776 0.574 2.618
H 3.325 -0.217 2.150
H 1.838 -1.207 2.363
```


# 6
A structure of composition C24H46Cl2N3O5RhSi, computed with wB97M-V/def2-TZVPD.

Summary:
- LUMO energy (alpha / beta) (hartree) = 0.0174 / -0.0130
- ΔE to the lowest compared entry with this formula, charge and spin (kcal/mol) = 0.0
- HOMO energy (alpha / beta) (eV) = -6.4 / -7.6
- spin multiplicity = 5
- gap between HOMO and LUMO (alpha / beta) (eV) = 6.92 / 7.27

XYZ file:
```
82
C24H46Cl2N3O5RhSi wB97M-V/def2-TZVPD
C -1.709 -0.183 -3.289
C -1.239 -1.479 -2.718
H -1.078 0.134 -4.129
H -1.696 0.599 -2.525
H -2.739 -0.266 -3.669
C -0.871 -2.519 -3.481
C -0.726 -2.484 -4.962
H -0.673 -3.493 -3.030
H -0.826 -1.485 -5.400
H -1.463 -3.139 -5.446
H 0.256 -2.885 -5.235
Rh 0.313 0.279 0.911
Cl -0.015 2.104 -0.351
C 0.082 -2.299 2.437
O 0.898 -1.387 2.130
N 0.433 -3.361 3.168
C 1.814 -3.593 3.580
C -0.521 -4.425 3.434
H -0.970 -2.268 2.118
H 2.382 -2.664 3.531
H 2.281 -4.359 2.944
H 1.810 -3.973 4.609
H -1.520 -4.102 3.132
H -0.533 -4.663 4.506
H -0.265 -5.335 2.876
H 1.054 3.280 5.422
H -1.002 4.865 4.599
C 1.452 3.506 4.427
C -0.441 4.904 3.651
N 0.381 3.708 3.473
H 2.096 2.697 4.095
C 0.022 2.735 2.632
O 0.660 1.647 2.556
H -1.153 4.989 2.819
H -0.859 2.934 2.009
H 2.013 4.438 4.518
H 0.204 5.794 3.684
H 1.323 0.211 -3.009
H 2.082 -2.489 -2.709
C 2.336 0.386 -2.619
C 3.013 -2.001 -2.384
N 2.745 -0.719 -1.751
H 2.347 1.324 -2.053
C 2.644 -0.628 -0.425
O 2.332 0.436 0.186
H 3.523 -2.656 -1.667
H 2.869 -1.558 0.135
H 3.031 0.423 -3.464
H 3.636 -1.844 -3.270
O -0.030 -0.722 -0.909
C -1.117 -1.517 -1.188
C 0.174 -3.616 -0.537
C -1.039 -2.937 -0.610
H 1.087 -3.062 -0.780
C 0.191 -4.977 -0.202
H -2.038 -1.048 -0.799
C -2.226 -3.592 -0.278
H 1.147 -5.513 -0.171
C -1.005 -5.637 0.105
C -2.214 -4.939 0.057
H -3.157 -3.026 -0.324
H -0.995 -6.693 0.398
H -3.153 -5.459 0.304
Si -0.300 4.724 -1.871
Cl -0.454 3.071 -3.203
C 1.479 4.873 -1.328
C -1.543 4.844 -0.457
C -0.910 6.153 -2.980
H 1.882 3.922 -0.962
H 1.551 5.602 -0.512
H 2.108 5.231 -2.150
H -0.236 6.328 -3.832
H -1.003 7.100 -2.427
H -1.906 5.909 -3.386
H -1.590 3.947 0.170
H -2.547 5.044 -0.855
H -1.259 5.700 0.178
C -2.127 0.237 2.563
O -1.573 0.129 1.285
H -2.725 1.161 2.597
H -1.397 0.243 3.389
H -2.813 -0.612 2.720
```